No. 1
{"formula": "C19H40NP3SSm", "method": "the ωB97M-V functional and the def2-TZVPD basis", "elements": ["Sm", "P", "P", "P", "H", "C", "C", "H", "C", "C", "C", "C", "C", "C", "C", "C", "C", "H", "H", "H", "H", "H", "H", "H", "H", "H", "H", "H", "H", "H", "H", "H", "H", "H", "H", "H", "H", "H", "H", "H", "H", "H", "H", "H", "H", "H", "C", "C", "C", "C", "C", "C", "S", "H", "H", "H", "H", "H", "H", "C", "C", "N", "H", "H", "H"], "xyz": [[0.173, -0.052, 0.255], [-2.505, -0.381, -0.117], [1.055, -2.031, -1.314], [0.064, 1.386, -2.080], [2.041, 1.205, 1.609], [1.418, 1.887, 0.969], [0.144, 2.160, 1.265], [-0.362, 1.762, 2.182], [-3.256, -1.102, 1.387], [-3.125, -1.438, -1.474], [-3.330, 1.240, -0.289], [2.866, -1.883, -1.388], [0.671, -3.620, -0.527], [0.451, -2.186, -3.009], [-0.220, 3.180, -1.813], [-1.100, 0.999, -3.438], [1.730, 1.361, -2.859], [1.934, 2.189, 0.030], [-0.541, 2.760, 0.632], [-2.926, -0.532, 2.277], [-2.947, -2.160, 1.489], [-4.343, -1.003, 1.221], [-2.724, -2.461, -1.333], [-2.789, -1.029, -2.445], [-4.224, -1.407, -1.364], [-3.052, 1.863, 0.580], [-4.403, 0.994, -0.286], [-3.016, 1.738, -1.222], [3.145, -2.795, -1.940], [3.273, -1.869, -0.358], [3.142, -0.953, -1.920], [1.163, -4.322, -1.222], [-0.427, -3.758, -0.497], [1.091, -3.660, 0.496], [0.968, -3.103, -3.326], [0.742, -1.306, -3.607], [-0.649, -2.302, -2.989], [-0.100, 3.655, -2.801], [0.516, 3.573, -1.094], [-1.237, 3.331, -1.412], [-0.804, 1.662, -4.271], [-2.131, 1.211, -3.102], [-1.011, -0.063, -3.724], [1.709, 2.116, -3.661], [1.965, 0.362, -3.256], [2.485, 1.638, -2.103], [4.021, 5.971, -2.450], [5.395, 6.008, -2.781], [6.236, 6.910, -2.126], [5.732, 7.774, -1.153], [4.369, 7.740, -0.827], [3.519, 6.846, -1.473], [2.916, 4.858, -3.220], [3.799, 4.243, -4.049], [5.769, 5.328, -3.541], [7.299, 6.933, -2.384], [6.394, 8.477, -0.645], [3.961, 8.410, -0.069], [2.452, 6.804, -1.233], [-0.773, -3.237, 3.666], [-0.341, -2.171, 2.838], [-0.032, -1.340, 2.083], [-0.431, -4.189, 3.209], [-1.876, -3.176, 3.771], [-0.286, -3.078, 4.642]], "forces_ev_per_angstrom": [[-0.4, -1.6, -0.7], [-0.6, -0.3, -0.1], [0.1, 0.3, -0.1], [-0.2, 0.8, -1.3], [-0.5, 0.8, -0.2], [1.3, 0.9, 0.5], [-0.2, 1.6, 1.0], [0.7, 0.3, -0.5], [0.0, 0.2, -0.2], [0.2, 0.2, 0.2], [0.2, -0.3, 0.1], [-0.4, -0.3, 0.0], [0.2, 0.1, -0.2], [0.2, -0.2, 0.3], [0.0, -0.2, -0.1], [0.2, 0.0, 0.0], [-0.2, 0.0, 0.1], [-0.4, 0.2, 0.7], [0.7, -0.2, 0.3], [-0.4, -0.3, -0.4], [-0.4, 0.5, -0.1], [0.3, -0.3, 0.5], [-0.4, 0.5, -0.2], [-0.4, -0.3, 0.4], [0.4, -0.3, -0.4], [-0.4, -0.1, -0.4], [0.2, 0.6, -0.1], [-0.4, -0.2, 0.4], [0.7, 0.5, 0.2], [0.0, -0.2, -0.6], [0.1, -0.6, 0.2], [-0.4, -0.4, 0.7], [0.6, -0.2, -0.1], [-0.1, -0.2, -0.7], [-0.5, 0.2, -0.7], [-0.1, -0.7, 0.1], [0.6, -0.1, -0.2], [-0.1, 0.2, 0.5], [-0.2, 0.1, -0.5], [0.4, 0.1, -0.3], [-0.5, -0.4, 0.2], [0.5, 0.0, -0.4], [-0.1, 0.6, 0.0], [0.3, -0.3, 0.2], [-0.1, 0.5, 0.0], [-0.1, 0.0, -0.5], [1.4, 0.9, 0.6], [-0.8, 0.2, 0.4], [0.0, -0.1, -0.1], [-0.3, 0.0, 0.1], [0.2, -0.1, -0.1], [-0.1, -0.4, -0.3], [-0.2, -0.7, -0.5], [-0.3, 0.3, 0.3], [0.1, 0.2, 0.1], [-0.4, 0.0, 0.1], [-0.2, -0.2, -0.2], [0.2, -0.2, -0.2], [0.4, 0.2, 0.0], [-0.1, -0.4, 0.6], [0.4, 1.3, -1.7], [-0.5, -2.2, 2.7], [-0.3, 0.4, 0.4], [0.6, -0.2, 0.0], [-0.3, -0.4, -0.1]], "lowdin_charge": [1.125, 0.668, 0.628, 0.686, 0.111, -0.158, -0.160, 0.110, -0.252, -0.222, -0.226, -0.219, -0.236, -0.226, -0.248, -0.231, -0.251, 0.086, 0.076, 0.059, 0.052, 0.077, 0.057, 0.039, 0.081, 0.062, 0.078, 0.033, 0.078, 0.069, 0.047, 0.076, 0.059, 0.055, 0.078, 0.040, 0.055, 0.067, 0.044, 0.053, 0.082, 0.046, 0.029, 0.051, 0.029, 0.046, -0.644, -0.104, -0.069, -0.069, -0.075, -0.138, 0.770, -0.103, 0.097, 0.118, 0.115, 0.113, 0.096, 0.021, -0.156, 0.021, 0.136, 0.132, 0.136], "e_above_lowest_kcal_mol": 15.8, "total_energy_ev": -78420.4269, "homo_lumo_gap_ev": [3.0284, 3.2927], "e_lumo_ev": [-10.77, -10.51], "max_force_ha_per_bohr": 0.0687, "s2": 8.764, "e_homo_ev": [-13.8, -13.8], "charge": 3, "spin_multiplicity": 6}

No. 2
{"formula": "C35H53B2GdN17", "method": "the ωB97M-V functional and the def2-TZVPD basis", "elements": ["Gd", "C", "C", "C", "C", "C", "C", "N", "N", "B", "N", "C", "C", "C", "N", "C", "C", "C", "N", "C", "C", "C", "N", "C", "C", "C", "H", "H", "H", "H", "H", "H", "H", "H", "H", "H", "H", "H", "H", "H", "H", "H", "H", "H", "H", "H", "H", "H", "H", "H", "H", "H", "H", "H", "C", "C", "N", "N", "C", "B", "N", "C", "C", "C", "N", "N", "C", "C", "C", "N", "N", "C", "C", "C", "N", "H", "H", "H", "H", "H", "H", "H", "H", "H", "H", "H", "H", "C", "N", "C", "C", "N", "N", "C", "C", "H", "H", "H", "H", "H", "H", "H", "H", "H", "H", "H", "H", "H"], "xyz": [[0.078, -0.062, 0.347], [-4.205, 0.508, -2.704], [-4.269, -0.975, -2.396], [-3.474, -2.022, -3.171], [-4.079, -1.155, -0.920], [-5.078, -1.107, 0.114], [-4.397, -1.432, 1.274], [-3.094, -1.620, 0.977], [-2.880, -1.461, -0.406], [-2.198, -2.585, 1.696], [-1.259, -3.306, 0.710], [-1.252, -4.565, 0.370], [-0.544, -4.760, -0.809], [-0.088, -3.446, -1.161], [-0.492, -2.544, -0.252], [0.788, -3.075, -2.343], [0.070, -3.350, -3.718], [2.067, -3.900, -2.368], [-1.373, -1.872, 2.789], [-1.652, -1.852, 4.128], [-0.577, -1.339, 4.809], [0.438, -1.145, 3.813], [-0.025, -1.447, 2.616], [1.901, -0.910, 4.130], [2.553, -2.101, 4.846], [2.087, 0.374, 4.952], [-4.477, 0.665, -3.762], [-5.009, 1.054, -2.137], [-3.229, 0.969, -2.537], [-5.334, -1.186, -2.584], [-2.496, -2.235, -2.768], [-4.046, -2.952, -3.216], [-3.360, -1.620, -4.180], [-6.114, -0.776, 0.004], [-4.742, -1.576, 2.294], [-2.844, -3.502, 2.287], [-1.869, -5.252, 0.970], [-0.245, -5.681, -1.324], [1.066, -2.020, -2.276], [-0.166, -4.433, -3.801], [-0.854, -2.775, -3.811], [0.795, -3.052, -4.487], [1.905, -4.971, -2.302], [2.654, -3.694, -3.290], [2.751, -3.695, -1.510], [-2.564, -2.187, 4.524], [-0.411, -1.059, 5.829], [2.374, -0.754, 3.177], [2.031, -2.248, 5.791], [2.472, -3.052, 4.275], [3.620, -1.934, 5.058], [1.901, 0.275, 6.052], [3.114, 0.670, 4.841], [1.481, 1.240, 4.597], [0.273, -0.025, -4.104], [-0.468, 0.008, -2.913], [0.270, 0.513, -1.921], [1.554, 0.826, -2.458], [1.537, 0.504, -3.792], [2.795, 1.111, -1.545], [2.394, 2.082, -0.423], [3.096, 3.152, 0.080], [2.781, 3.311, 1.448], [1.772, 2.386, 1.689], [1.432, 1.689, 0.585], [3.319, -0.229, -0.903], [4.578, -0.537, -0.447], [4.496, -1.590, 0.446], [3.097, -1.806, 0.602], [2.394, -0.977, -0.127], [3.867, 1.686, -2.419], [4.900, 1.089, -3.085], [5.496, 2.060, -3.914], [4.701, 3.189, -3.766], [3.663, 2.980, -2.929], [-0.045, -0.395, -5.080], [-1.485, -0.383, -2.660], [2.399, 0.582, -4.446], [3.715, 3.777, -0.539], [3.191, 4.009, 2.174], [1.190, 2.201, 2.606], [5.502, -0.120, -0.832], [5.331, -2.144, 0.932], [2.573, -2.497, 1.248], [5.080, 0.005, -2.981], [6.412, 2.009, -4.491], [4.809, 4.153, -4.220], [-2.433, 1.554, 2.746], [-2.595, 2.802, 2.047], [-3.624, 3.715, 2.560], [-2.003, 2.916, 0.792], [-1.725, 1.744, 0.163], [-1.603, 4.162, 0.328], [-1.250, 4.396, -1.078], [-1.309, 5.312, 1.236], [-3.049, 1.562, 3.655], [-1.405, 1.412, 3.096], [-2.680, 0.674, 2.169], [-4.537, 3.143, 2.805], [-3.873, 4.501, 1.815], [-3.279, 4.210, 3.468], [-1.583, 1.930, -0.841], [-0.186, 4.328, -1.296], [-1.563, 5.402, -1.343], [-1.749, 3.650, -1.673], [-1.400, 5.112, 2.321], [-1.979, 6.187, 1.017], [-0.242, 5.598, 1.159]], "forces_ev_per_angstrom": [[-1.9, -0.5, 0.3], [-0.5, 0.8, -1.0], [-1.2, -0.2, 1.2], [-0.4, 0.8, -0.8], [0.2, -0.6, 1.2], [0.6, 0.3, -0.2], [-0.3, 0.2, -0.5], [-0.1, -0.1, -1.8], [-1.3, 0.3, 0.9], [-0.5, -0.9, 2.2], [0.3, 0.1, -1.5], [-1.8, -0.3, 2.0], [1.1, -0.1, -0.9], [0.3, 2.3, 0.4], [0.9, -2.4, -1.1], [-0.5, -0.5, -0.6], [0.2, -0.1, 1.0], [1.5, 0.1, 0.7], [1.7, 0.1, 1.1], [1.3, 0.9, -0.9], [1.1, 0.3, -1.2], [-0.5, -0.8, 1.7], [-1.5, -0.1, -1.1], [-0.7, 0.6, 0.1], [-0.2, -0.5, -0.3], [-0.5, 0.6, 0.5], [0.3, 0.0, 0.2], [1.0, -0.5, -0.3], [-0.1, 0.0, 0.2], [0.3, -0.3, 0.1], [0.2, 0.0, 0.3], [0.2, 0.1, 0.0], [0.1, -0.4, -0.2], [0.5, -0.4, 0.1], [0.0, 0.1, -0.3], [0.5, 0.9, -0.6], [0.6, 0.2, -0.4], [-0.5, 0.4, 0.4], [-0.2, -0.1, 0.1], [0.2, 0.6, -0.1], [0.2, -0.1, -0.2], [-0.4, -0.2, 0.0], [-0.3, -0.2, -0.3], [-0.5, -0.1, 0.6], [-0.5, 0.2, -0.5], [-1.1, -0.4, 0.2], [-0.4, -0.3, 0.4], [0.5, 0.1, -0.6], [0.1, -0.1, 0.1], [0.0, 0.6, 0.2], [-0.4, 0.1, -0.1], [0.0, -0.2, -0.9], [0.6, 0.2, 0.1], [0.2, -0.7, 0.2], [0.3, 0.2, -0.1], [-0.1, -0.3, 0.0], [2.0, 0.2, -0.8], [-2.0, -1.2, -0.6], [-1.1, -0.4, 1.3], [0.0, -0.4, -0.8], [-1.2, 1.6, 2.4], [-1.0, -1.3, 1.0], [-0.1, 0.0, -0.8], [-0.9, -0.2, -0.2], [3.6, 1.1, -0.8], [-0.5, -0.1, 1.9], [-0.4, -1.0, -0.3], [-0.1, -0.3, 0.4], [1.1, -0.1, 0.5], [0.5, 1.2, -1.8], [0.1, 1.2, -1.7], [0.5, 0.4, -0.4], [0.0, -1.3, 0.7], [-1.6, -0.3, 1.1], [1.4, -0.7, 0.5], [0.1, 0.3, 0.5], [1.1, 0.6, -0.5], [-0.1, 0.3, 0.4], [0.3, -0.4, -0.2], [-0.1, -0.1, -0.5], [0.4, 0.3, -0.5], [-0.5, 0.2, 0.0], [-0.9, 0.7, -0.5], [0.1, -0.1, 0.0], [0.1, 1.0, 0.0], [-0.3, -0.3, 0.0], [0.0, 0.2, -0.2], [0.0, -0.3, 0.8], [0.6, 0.6, -1.2], [0.0, 0.4, -0.4], [0.7, -0.5, 0.5], [0.0, 0.9, -0.3], [-0.5, -0.4, 1.2], [0.0, -0.2, 0.7], [-0.3, 0.3, 0.3], [0.1, 0.1, -0.3], [0.2, 0.1, 0.0], [-0.4, -0.1, -0.3], [0.4, 0.2, -0.2], [0.2, -0.6, 0.4], [-0.1, 0.0, 0.0], [0.4, 0.0, 0.6], [0.3, -0.1, 0.3], [-0.2, -0.1, -0.2], [-0.3, 0.0, -0.5], [-0.4, -0.5, -0.7], [0.8, -0.8, 0.0], [-0.5, 0.0, -0.5]], "lowdin_charge": [1.635, -0.061, -0.375, -0.055, -0.259, 0.034, -0.066, -0.044, 0.119, -0.595, 0.069, 0.011, 0.160, -0.196, 0.078, -0.348, -0.030, -0.056, -0.017, -0.042, 0.021, -0.291, 0.011, -0.375, -0.045, -0.061, 0.091, 0.106, 0.049, 0.144, 0.019, 0.096, 0.091, 0.121, 0.136, 0.146, 0.165, 0.153, 0.094, 0.100, 0.047, 0.090, 0.079, 0.106, 0.083, 0.119, 0.115, 0.097, 0.082, 0.091, 0.094, 0.104, 0.075, 0.070, -0.036, -0.153, -0.107, 0.059, 0.001, -0.724, 0.071, 0.006, -0.014, -0.134, -0.135, 0.051, -0.050, -0.021, -0.174, -0.062, -0.029, -0.082, -0.050, -0.141, 0.082, 0.119, 0.102, 0.139, 0.123, 0.116, 0.108, 0.127, 0.125, 0.111, 0.125, 0.104, 0.106, -0.070, -0.156, -0.041, -0.356, -0.018, -0.125, -0.023, -0.039, 0.108, 0.074, 0.047, 0.100, 0.102, 0.088, 0.006, 0.093, 0.098, 0.075, 0.083, 0.109, 0.094], "total_energy_ev": -84661.3473, "homo_lumo_gap_ev": [6.4976, 4.0873], "e_lumo_ev": [-6.75, -9.16], "max_force_ha_per_bohr": 0.0739, "s2": 12.111, "e_homo_ev": [-13.2, -13.2], "charge": 2, "spin_multiplicity": 7}

No. 3
{"formula": "C4H7N3", "method": "the ωB97M-V functional and the def2-TZVPD basis", "elements": ["H", "N", "C", "C", "C", "N", "H", "C", "N", "H", "H", "H", "H", "H"], "xyz": [[0.589, 1.998, 1.628], [-0.266, 1.320, 2.115], [-0.393, 0.747, 1.012], [-0.911, -0.588, 0.570], [-0.032, -0.967, -0.608], [0.025, -2.054, -1.237], [-0.630, -2.761, -0.901], [0.859, 0.214, -0.959], [0.476, 1.274, -0.033], [-0.871, -1.312, 1.383], [-1.948, -0.458, 0.246], [1.905, -0.058, -0.785], [0.779, 0.431, -2.027], [0.416, 2.212, -0.405]], "forces_ev_per_angstrom": [[-2.8, -1.2, 3.2], [2.2, 2.4, -0.4], [2.0, 0.3, -1.9], [-0.6, 0.3, 0.2], [0.0, 0.1, 0.2], [0.0, -0.1, -0.2], [0.0, 0.2, 0.1], [0.3, -0.1, -0.1], [-0.3, -1.5, -1.4], [-0.1, 0.0, -0.1], [0.0, -0.3, 0.0], [0.0, -0.2, -0.1], [-0.2, 0.2, 0.1], [-0.5, -0.2, 0.3]], "nbo_charge": [0.355, -0.604, 0.407, -0.568, 0.327, -0.606, 0.340, -0.293, -0.702, 0.256, 0.255, 0.210, 0.217, 0.406], "e_above_lowest_kcal_mol": 40.7, "smiles": "[H]/N=C1/C/C(=N\\[H])CN1", "total_energy_ev": -8729.9160, "homo_lumo_gap_ev": 10.0711, "e_lumo_ev": 0.82, "max_force_ha_per_bohr": 0.0863, "e_homo_ev": -9.2, "spin_multiplicity": 1}

No. 4
{"formula": "C6H9BrN2O3S", "method": "the ωB97M-V functional and the def2-TZVPD basis", "elements": ["C", "N", "C", "C", "Br", "C", "C", "S", "N", "O", "O", "C", "O", "H", "H", "H", "H", "H", "H", "H", "H", "H"], "xyz": [[-0.382, -1.681, 2.299], [0.020, -0.500, 1.577], [0.770, 0.529, 2.133], [1.383, 1.452, 1.301], [2.414, 2.916, 1.907], [1.158, 1.454, -0.147], [0.120, 0.726, -0.688], [0.219, 0.220, -2.357], [-1.246, 0.393, -3.082], [1.169, 1.094, -3.004], [0.393, -1.224, -2.320], [-0.800, -0.182, 0.343], [-1.426, -1.222, -0.268], [-0.715, -1.507, 3.331], [-1.266, -2.144, 1.959], [0.452, -2.518, 2.219], [0.853, 0.664, 3.183], [2.006, 1.971, -0.787], [-1.253, 1.066, -3.907], [-1.476, -0.492, -3.317], [-1.635, 0.561, 0.650], [-0.758, -1.576, -1.028]], "forces_ev_per_angstrom": [[2.1, -1.5, 1.0], [-0.9, 0.6, -0.9], [0.2, 0.5, -2.7], [-1.4, -0.5, -0.2], [0.0, -0.1, 0.4], [0.9, -0.4, -1.2], [0.9, -1.0, 2.2], [1.0, 1.2, -0.3], [1.0, 4.5, -0.3], [-0.5, -0.7, 0.1], [0.1, 0.1, 0.1], [0.0, 3.8, -0.1], [2.3, -1.6, -2.1], [0.9, 0.3, 0.1], [-0.9, -0.2, -1.4], [-1.6, 1.7, 0.6], [0.2, -0.6, 0.9], [-2.2, -1.1, 1.1], [0.2, -1.2, 1.7], [-1.5, -3.4, -1.2], [1.1, -1.2, -0.1], [-1.9, 0.7, 2.3]], "nbo_charge": [-0.420, -0.435, 0.057, -0.242, 0.067, -0.141, -0.409, 2.297, -1.050, -0.927, -0.967, 0.289, -0.725, 0.203, 0.233, 0.200, 0.222, 0.270, 0.421, 0.393, 0.156, 0.507], "e_above_lowest_kcal_mol": 0.0, "smiles": "CN1C=C(Br)C=C(S(N)(=O)=O)[C@H]1O", "total_energy_ev": -96365.4344, "homo_lumo_gap_ev": 7.8854, "e_lumo_ev": -0.14, "max_force_ha_per_bohr": 0.0895, "e_homo_ev": -8.0, "spin_multiplicity": 1}